14
Properties=species:S:1:pos:R:3 method="wB97M-V/def2-TZVPD" lumo_ev=-1.06 e_above_lowest_ev=1.2689 smiles="O=[N+]([O-])/C(O)=C/Br.CBr" charge=0
O -0.8448 3.0303 0.0984
Br 1.9858 -0.8390 -1.1194
C 0.4534 1.3356 -0.3789
O -0.4995 0.9062 -1.1910
Br -1.8742 -1.1298 0.6155
H -1.3581 1.4724 -0.9661
N 0.1994 2.4900 0.4165
H -0.5841 -2.8695 -0.7620
H 0.0562 -2.6836 0.8073
C 1.6643 0.7254 -0.1752
C -0.8708 -2.6931 0.2845
H 2.2866 0.9721 0.6869
H -1.6428 -3.5985 0.4606
O 1.0288 2.8814 1.2229